# 1
# C28H35N5O2

A single C28H35N5O2 molecule (wB97M-V/def2-TZVPD, the Open Molecules 2025 dataset).

```
70
Properties=species:S:1:pos:R:3:mulliken_charge:R:1
C 3.331 1.742 4.879 -1.28
H 4.044 1.434 5.640 0.41
H 2.454 2.156 5.371 0.33
H 3.784 2.524 4.274 0.32
C 2.935 0.553 4.001 -1.06
C 1.950 0.981 2.954 1.09
C 0.584 0.985 3.224 -0.54
C -0.327 1.405 2.278 -0.64
C 0.119 1.843 1.031 0.53
C 1.487 1.854 0.756 -0.52
C 2.387 1.424 1.710 -0.37
H 3.444 1.423 1.484 0.44
H 1.834 2.188 -0.211 0.48
C -0.840 2.234 0.024 -0.05
N -2.129 2.066 0.080 -0.34
C -2.619 2.506 -1.119 0.66
C -1.567 2.955 -1.873 0.69
O -0.432 2.782 -1.143 -0.42
C -1.457 3.558 -3.224 -1.73
H -0.926 2.889 -3.902 0.33
H -0.901 4.493 -3.171 0.46
H -2.448 3.755 -3.623 0.30
C -4.053 2.324 -1.503 -1.35
N -4.399 0.950 -1.838 0.16
C -4.539 0.103 -0.654 -0.48
C -4.318 -1.366 -0.991 -1.48
H -4.547 -1.964 -0.109 0.56
H -4.983 -1.671 -1.799 0.45
C -2.851 -1.597 -1.383 0.17
C -2.020 -1.660 -0.095 0.57
O -2.539 -1.570 1.002 -0.70
N -0.677 -1.838 -0.201 0.23
C 0.110 -2.023 -1.398 0.04
H -0.533 -2.244 -2.246 0.51
C 1.101 -3.184 -1.214 -1.69
N 1.907 -3.005 -0.025 0.15
C 3.025 -2.211 -0.126 0.78
N 3.383 -1.847 -1.360 -0.42
C 4.488 -1.144 -1.530 -0.55
C 5.312 -0.743 -0.496 -0.52
C 4.952 -1.125 0.791 -0.56
C 3.806 -1.862 0.990 -0.11
H 3.531 -2.170 1.985 0.27
H 5.570 -0.849 1.635 0.45
H 6.201 -0.162 -0.683 0.41
H 4.711 -0.889 -2.558 0.41
C 1.053 -2.939 1.141 -1.71
H 1.637 -2.856 2.055 0.33
C 0.123 -1.733 1.006 0.03
H -0.563 -1.658 1.850 0.63
H 0.735 -0.826 0.954 -0.22
H 0.469 -3.863 1.186 0.40
H 1.763 -3.235 -2.077 0.51
H 0.554 -4.126 -1.108 0.42
H 0.684 -1.111 -1.608 0.09
C -2.382 -0.468 -2.325 0.08
C -3.569 0.346 -2.861 -1.72
H -4.204 -0.314 -3.464 0.41
H -3.198 1.133 -3.521 0.50
H -1.706 0.196 -1.785 -0.12
H -1.838 -0.866 -3.184 0.56
H -2.767 -2.569 -1.883 0.57
H -5.553 0.249 -0.264 0.35
H -3.825 0.387 0.128 0.34
H -4.278 2.950 -2.372 0.39
H -4.695 2.627 -0.674 0.34
H -1.387 1.389 2.472 0.45
H 0.235 0.643 4.188 0.44
H 3.829 0.146 3.524 0.09
H 2.495 -0.225 4.629 0.43
```

Gap between HOMO and LUMO: 8.363 eV
Spin multiplicity: 1
SMILES: CCc1ccc(-c2nc(CN3CCC(C(=O)N4CCN(c5ccccn5)CC4)CC3)c(C)o2)cc1
Charge: 0

# 2
# C28H35N5OP2V

A molecular structure, C28H35N5OP2V (wB97M-V/def2-TZVPD, the Open Molecules 2025 dataset).

```
72
Properties=species:S:1:pos:R:3:mulliken_charge:R:1
V 0.142 -1.499 2.717 0.21
C -1.270 1.303 3.886 -0.79
C -1.198 0.684 2.694 0.03
C -0.367 1.203 1.553 1.43
C 1.057 0.665 1.561 1.47
C 2.111 1.280 2.485 -0.97
C 1.924 2.226 3.409 -0.09
C 0.717 3.111 3.533 -0.96
C -0.584 2.588 4.222 -0.55
C 0.078 -3.288 3.567 -1.06
H -1.905 0.847 4.696 0.32
H -2.018 -0.023 2.401 0.24
H -0.429 2.293 1.453 0.72
H -0.843 0.862 0.619 -2.28
H 1.051 -0.508 1.579 0.27
H 1.332 0.565 0.451 -0.63
H 3.000 0.634 2.487 0.20
H 2.603 2.206 4.298 0.33
H 0.460 3.579 2.564 0.32
H 1.108 3.902 4.206 0.36
H -0.342 2.440 5.286 0.47
H -1.273 3.458 4.185 0.34
H -0.176 -3.167 4.638 0.33
H 1.102 -3.637 3.306 0.23
H -0.745 -3.475 2.819 0.27
P 1.585 -0.993 -0.865 0.01
P -2.262 -0.466 -0.684 -0.11
N 2.884 0.109 -1.387 0.63
N 2.149 -2.283 -2.115 0.49
N -2.377 1.246 -1.203 0.81
N -3.649 -0.955 -1.668 0.36
C 0.377 -0.232 -2.024 -0.70
C -1.038 -0.831 -2.044 -1.45
C 4.003 0.241 -0.551 -0.49
C 4.938 1.037 -1.195 -0.81
C 4.411 1.376 -2.489 -0.71
C 3.173 0.740 -2.607 -0.09
C 2.306 -3.602 -1.702 -0.45
C 2.756 -4.372 -2.780 -0.70
C 2.863 -3.494 -3.901 -0.62
C 2.457 -2.229 -3.476 -0.21
C -2.898 2.156 -0.300 -0.58
C -2.864 3.414 -0.863 -0.73
C -2.182 3.328 -2.115 -0.80
C -1.957 1.967 -2.358 -0.38
C -4.262 -0.356 -2.786 -0.16
C -5.330 -1.152 -3.175 -0.63
C -5.386 -2.273 -2.268 -0.62
C -4.329 -2.143 -1.378 -0.39
H 0.819 -0.379 -3.020 0.35
H 0.340 0.862 -1.888 0.89
H -1.522 -0.473 -2.960 0.55
H -0.972 -1.936 -2.111 0.59
H 4.015 -0.315 0.392 0.42
H 5.890 1.318 -0.773 0.43
H 4.924 1.966 -3.245 0.43
H 2.538 0.653 -3.497 0.32
H 2.056 -3.884 -0.704 0.43
H 2.943 -5.427 -2.769 0.45
H 3.187 -3.749 -4.903 0.41
H 2.317 -1.326 -4.052 0.22
H -3.340 1.796 0.611 0.46
H -3.273 4.299 -0.388 0.44
H -1.786 4.120 -2.748 0.43
H -1.664 1.467 -3.291 0.44
H -3.872 0.556 -3.239 0.35
H -6.026 -0.938 -3.980 0.44
H -6.098 -3.080 -2.276 0.43
H -3.971 -2.759 -0.571 0.38
O 1.317 -0.009 6.627 -0.66
C 0.833 -0.421 5.591 0.62
N 0.443 -0.823 4.517 -0.69
```

Gap between HOMO and LUMO (alpha / beta): 6.943 / 7.228 eV
Spin multiplicity: 4
Charge: 0

# 3
# C28H36AuGeNOSSi2

A molecular structure, C28H36AuGeNOSSi2 (wB97M-V/def2-TZVPD, the Open Molecules 2025 dataset).

```
71
Properties=species:S:1:pos:R:3:mulliken_charge:R:1
Au -0.568 0.546 -1.269 0.14
C 3.322 6.344 0.280 -1.12
Si 3.231 4.542 -0.180 0.01
C 4.040 4.222 -1.827 -1.00
C 3.948 3.466 1.167 -0.93
C 1.380 4.098 -0.317 0.22
C 0.374 4.994 0.030 -0.07
C -0.979 4.657 -0.026 -0.88
C -1.324 3.392 -0.434 -0.15
N -0.370 2.513 -0.780 -0.26
C 0.931 2.844 -0.731 0.47
S 1.895 1.456 -1.186 -0.12
H 4.368 6.648 0.352 0.33
H 2.860 6.547 1.248 0.33
H 2.848 6.982 -0.469 0.35
H 5.050 4.637 -1.833 0.37
H 3.485 4.689 -2.642 0.34
H 4.125 3.156 -2.046 0.34
H 4.974 3.768 1.385 0.41
H 3.970 2.414 0.875 0.25
H 3.374 3.556 2.092 0.33
H 0.643 5.989 0.364 0.43
H -1.748 5.365 0.245 0.43
H -2.349 3.053 -0.500 0.47
C 0.226 1.387 2.105 -0.95
Ge -0.448 -0.199 1.216 0.26
C -2.318 -0.502 1.568 0.43
C -2.577 -0.940 2.869 -0.25
C -3.877 -1.206 3.271 -0.83
C -4.925 -1.040 2.377 -0.46
C -4.674 -0.610 1.082 -0.87
C -3.374 -0.342 0.678 0.35
C 0.764 -1.665 1.318 1.37
C 2.033 -1.329 1.739 -0.55
C 3.044 -2.299 1.869 -1.16
C 2.771 -3.595 1.543 -0.76
C 1.482 -3.990 1.107 0.78
C 1.206 -5.346 0.803 -0.87
C -0.047 -5.733 0.431 -0.64
C -1.081 -4.776 0.348 -1.01
C -0.838 -3.459 0.614 0.17
C 0.454 -3.024 0.995 0.41
H 0.239 1.132 3.168 0.58
H -0.447 2.229 1.968 0.29
H 1.233 1.652 1.792 0.15
H -1.768 -1.093 3.578 0.38
H -4.071 -1.549 4.279 0.42
H -5.939 -1.254 2.689 0.41
H -5.491 -0.491 0.383 0.42
H -3.194 -0.035 -0.346 0.22
H 2.280 -0.301 1.974 0.30
H 4.028 -2.012 2.214 0.44
H 3.542 -4.353 1.624 0.42
H 2.008 -6.070 0.883 0.40
H -0.255 -6.770 0.206 0.40
H -2.077 -5.093 0.066 0.40
H -1.642 -2.741 0.532 -0.02
C -3.159 -2.804 -2.253 -0.96
Si -1.490 -2.217 -2.848 0.39
C -0.359 -3.638 -3.232 -0.90
C -1.721 -1.140 -4.354 -1.23
O -0.781 -1.317 -1.634 -0.46
H -3.569 -3.549 -2.940 0.46
H -3.872 -1.978 -2.206 0.29
H -3.113 -3.257 -1.261 0.23
H -0.869 -4.364 -3.870 0.34
H -0.026 -4.153 -2.331 0.18
H 0.528 -3.293 -3.768 0.31
H -2.180 -1.709 -5.166 0.37
H -0.767 -0.758 -4.725 0.32
H -2.374 -0.286 -4.153 0.30
```

Gap between HOMO and LUMO (alpha / beta): 6.784 / 5.389 eV
Spin multiplicity: 2
Charge: +1

Copy entry 1 word for word.
# C28H35N5O2

A single C28H35N5O2 molecule (wB97M-V/def2-TZVPD, the Open Molecules 2025 dataset).

```
70
Properties=species:S:1:pos:R:3:mulliken_charge:R:1
C 3.331 1.742 4.879 -1.28
H 4.044 1.434 5.640 0.41
H 2.454 2.156 5.371 0.33
H 3.784 2.524 4.274 0.32
C 2.935 0.553 4.001 -1.06
C 1.950 0.981 2.954 1.09
C 0.584 0.985 3.224 -0.54
C -0.327 1.405 2.278 -0.64
C 0.119 1.843 1.031 0.53
C 1.487 1.854 0.756 -0.52
C 2.387 1.424 1.710 -0.37
H 3.444 1.423 1.484 0.44
H 1.834 2.188 -0.211 0.48
C -0.840 2.234 0.024 -0.05
N -2.129 2.066 0.080 -0.34
C -2.619 2.506 -1.119 0.66
C -1.567 2.955 -1.873 0.69
O -0.432 2.782 -1.143 -0.42
C -1.457 3.558 -3.224 -1.73
H -0.926 2.889 -3.902 0.33
H -0.901 4.493 -3.171 0.46
H -2.448 3.755 -3.623 0.30
C -4.053 2.324 -1.503 -1.35
N -4.399 0.950 -1.838 0.16
C -4.539 0.103 -0.654 -0.48
C -4.318 -1.366 -0.991 -1.48
H -4.547 -1.964 -0.109 0.56
H -4.983 -1.671 -1.799 0.45
C -2.851 -1.597 -1.383 0.17
C -2.020 -1.660 -0.095 0.57
O -2.539 -1.570 1.002 -0.70
N -0.677 -1.838 -0.201 0.23
C 0.110 -2.023 -1.398 0.04
H -0.533 -2.244 -2.246 0.51
C 1.101 -3.184 -1.214 -1.69
N 1.907 -3.005 -0.025 0.15
C 3.025 -2.211 -0.126 0.78
N 3.383 -1.847 -1.360 -0.42
C 4.488 -1.144 -1.530 -0.55
C 5.312 -0.743 -0.496 -0.52
C 4.952 -1.125 0.791 -0.56
C 3.806 -1.862 0.990 -0.11
H 3.531 -2.170 1.985 0.27
H 5.570 -0.849 1.635 0.45
H 6.201 -0.162 -0.683 0.41
H 4.711 -0.889 -2.558 0.41
C 1.053 -2.939 1.141 -1.71
H 1.637 -2.856 2.055 0.33
C 0.123 -1.733 1.006 0.03
H -0.563 -1.658 1.850 0.63
H 0.735 -0.826 0.954 -0.22
H 0.469 -3.863 1.186 0.40
H 1.763 -3.235 -2.077 0.51
H 0.554 -4.126 -1.108 0.42
H 0.684 -1.111 -1.608 0.09
C -2.382 -0.468 -2.325 0.08
C -3.569 0.346 -2.861 -1.72
H -4.204 -0.314 -3.464 0.41
H -3.198 1.133 -3.521 0.50
H -1.706 0.196 -1.785 -0.12
H -1.838 -0.866 -3.184 0.56
H -2.767 -2.569 -1.883 0.57
H -5.553 0.249 -0.264 0.35
H -3.825 0.387 0.128 0.34
H -4.278 2.950 -2.372 0.39
H -4.695 2.627 -0.674 0.34
H -1.387 1.389 2.472 0.45
H 0.235 0.643 4.188 0.44
H 3.829 0.146 3.524 0.09
H 2.495 -0.225 4.629 0.43
```

Gap between HOMO and LUMO: 8.363 eV
Spin multiplicity: 1
SMILES: CCc1ccc(-c2nc(CN3CCC(C(=O)N4CCN(c5ccccn5)CC4)CC3)c(C)o2)cc1
Charge: 0

Q: charge of number 3 (C28H36AuGeNOSSi2)?
A: +1